A cluster of 2 separate species, C3H5F in total, computed with ωB97M-V/def2-TZVPD.

Each line ends with the natural charge from an NBO analysis.
Atoms and positions in Å:
C: -2.0039 0.2678 0.6732  -0.235
C: 1.5467 -0.3836 -0.0891  -0.124
C: -1.9811 0.5617 -0.4841  -0.228
F: 2.3620 0.6782 0.1922  -0.373
H: -2.0075 -0.0519 1.6732  0.233
H: 1.5947 -0.5662 -1.1624  0.158
H: 0.5347 -0.1239 0.2164  0.177
H: 1.9184 -1.2451 0.4699  0.158
H: -1.9639 0.8631 -1.4893  0.233

Output
HOMO = -10.89 eV
Spin multiplicity = 1
Structure (SMILES) = C#C.CF
Net charge = 0
Relative energy (zero: lowest compared OMol25 entry of this formula, charge and spin) = 41.4 kcal per mole


A cluster of 2 separate species, C7H11ClSi in total in a non-equilibrium geometry, computed with ωB97M-V/def2-TZVPD.

Each line ends with the Mulliken spin population.
Atoms and positions in Å:
C: -1.5092 -0.2525 1.1773  0.319
C: -1.7743 1.1052 1.1710  0.749
C: -1.9030 -0.8038 -0.1294  0.159
C: -2.3880 0.1330 -0.9686  0.620
C: -2.4408 1.4530 -0.1952  -0.066
C: 2.7400 -0.4556 1.5589  0.017
C: 2.5307 0.0206 -1.6461  0.000
Si: 2.3394 -0.9416 -0.0628  -0.005
Cl: -1.8102 -2.4532 -0.5230  0.034
H: -1.3678 -0.6939 2.1238  0.017
H: -1.8650 1.7843 2.0226  0.020
H: -3.4723 1.6113 0.0850  0.074
H: -2.0749 2.2571 -0.7829  0.026
H: 2.5669 -1.3282 2.3173  -0.001
H: -2.5875 -0.1489 -1.9559  0.035
H: 3.0077 0.4682 2.0384  0.001
H: 3.4486 0.5716 -1.5712  0.000
H: 2.5854 -0.6415 -2.4452  0.000
H: 1.6981 0.7744 -1.9292  0.001
H: 2.2765 -2.4593 -0.2848  -0.001

Output
HOMO (spin up / spin down) = -5.50 / -8.09 eV
Spin multiplicity = 3
Net charge = 0
⟨S²⟩ = 2.0090
Relative energy (zero: lowest compared OMol25 entry of this formula, charge and spin) = 47.9 kcal per mole


An isolated molecule of C6H12N2O4 in a non-equilibrium geometry, computed with ωB97M-V/def2-TZVPD.

Each line ends with the natural charge from an NBO analysis.
Atoms and positions in Å:
C: 2.1975 0.0303 0.1366  -0.155
C: 0.9281 -0.7913 -0.0197  0.667
C: 1.9891 1.5114 -0.1403  -0.069
C: -1.5487 -0.6316 -0.2164  -0.157
C: -2.5304 0.5670 -0.3068  0.803
C: -2.0692 -1.5671 0.8888  -0.635
H: 3.3827 -1.4314 -0.3170  0.375
H: 3.3647 -0.5000 -1.5001  0.355
H: 2.3451 -0.0517 1.2838  0.209
H: 1.7275 1.6721 -1.1511  0.170
H: 3.0004 1.9452 0.1636  0.190
H: 0.4444 2.7220 0.2339  0.492
H: -0.2534 0.9774 0.1769  0.455
H: -1.4570 -1.1770 -1.2368  0.229
H: -3.1835 -1.7735 0.8538  0.221
H: -1.8456 -1.1580 1.9614  0.223
H: -1.4410 -2.5203 0.7246  0.242
H: -4.2948 0.8669 -0.7538  0.501
N: 3.3745 -0.4714 -0.4772  -0.810
N: -0.2660 -0.1176 0.1966  -0.679
O: 0.9875 -1.9488 -0.3709  -0.641
O: 0.9579 1.9955 0.6907  -0.716
O: -2.0924 1.7019 -0.2602  -0.626
O: -3.7173 0.1500 -0.5603  -0.643

Output
HOMO = -9.23 eV
Spin multiplicity = 1
Structure (SMILES) = C[C@H](NC(=O)[C@@H](N)CO)C(=O)O
Net charge = 0
Relative energy (zero: lowest compared OMol25 entry of this formula, charge and spin) = 30.8 kcal per mole


An isolated molecule of C2H3NO3 in a non-equilibrium geometry, computed with ωB97M-V/def2-TZVPD.

Each line ends with the natural charge from an NBO analysis.
Atoms and positions in Å:
C: -0.2226 -0.6454 0.0230  0.635
C: 1.1910 -0.0167 0.0113  -0.756
N: -1.4561 0.5400 0.0520  0.475
O: -0.6005 -1.7948 -0.0350  -0.449
O: -1.0925 1.6653 0.0430  -0.362
O: -2.5636 0.0779 0.0452  -0.341
H: 1.7709 -0.6697 -0.8346  0.260
H: 1.7045 -0.2389 0.9488  0.262
H: 1.2688 1.0822 -0.2537  0.276

Output
HOMO = -10.45 eV
Spin multiplicity = 1
Structure (SMILES) = CC(=O)[N+](=O)[O-]
Net charge = 0
Relative energy (zero: lowest compared OMol25 entry of this formula, charge and spin) = 105.7 kcal per mole